Computed, not measured: a single C4H5NO2 molecule, with wB97M-V/def2-TZVPD.

Its SMILES is O=C[C@H]1CN=CO1. Its energy above the lowest of the compared OMol25 structures with the same formula, charge and spin is 39.0 kcal/mol. As for the charge: 0. Its HOMO energy is -9.958 eV. The calculation puts the LUMO energy at 0.803 eV. The orbital gap is 10.8 eV. The value obtained for the calculated total energy is -9812.62202 eV.

Each line ends with the Mulliken charge.
Geometry (Å):
O: -1.822 -0.283 1.207  -0.46
C: -1.428 -0.467 0.089  0.10
C: -0.384 0.410 -0.652  -0.01
C: 0.511 1.088 0.372  -0.47
N: 1.228 -0.088 0.914  -0.42
C: 1.146 -0.959 0.000  -0.03
O: 0.476 -0.632 -1.154  -0.41
H: -1.622 -1.416 -0.460  0.34
H: -0.775 1.015 -1.475  0.38
H: 1.229 1.789 -0.078  0.29
H: -0.061 1.596 1.150  0.31
H: 1.438 -2.002 0.068  0.37